Entry 1:
C58H47N5O3SSeTeW as an isolated structure, computed with the ωB97M-V functional and the def2-TZVPD basis.

XYZ file:
```
117
Properties=species:S:1:pos:R:3:lowdin_charge:R:1
W -1.004 0.165 -0.171 1.482
C 2.940 5.296 -3.365 -0.027
C 2.143 4.094 -2.954 -0.235
C 1.538 3.227 -3.851 0.027
C 0.579 2.305 -3.475 -0.034
C -0.159 1.467 -4.534 -0.294
O -1.334 1.277 -4.483 0.112
C 0.585 0.821 -5.662 -0.156
C -0.108 0.437 -6.801 -0.014
C 0.546 -0.036 -7.921 -0.051
C 1.925 -0.162 -7.931 -0.063
C 2.604 0.390 -6.891 -0.089
C 1.975 0.763 -5.733 -0.049
C 0.263 2.060 -2.128 -0.257
O -0.666 1.150 -1.867 -0.290
C 0.912 2.838 -1.160 -0.046
C 1.887 3.824 -1.608 0.079
C 0.821 2.626 0.279 -0.221
N 0.265 1.649 0.851 -0.160
C 0.451 1.479 2.324 -0.354
C 0.010 2.578 3.275 -0.531
Te -0.181 1.679 5.219 1.304
C -2.143 0.694 4.810 -0.484
C -2.228 -0.654 5.028 -0.186
C -3.443 -1.316 5.065 -0.096
C -4.618 -0.517 4.993 -0.044
C -4.523 0.876 4.674 -0.051
C -3.257 1.479 4.599 -0.146
C 1.727 3.513 1.124 -0.240
C 1.140 4.741 1.487 -0.062
C 1.729 5.602 2.369 -0.068
C 3.025 5.363 2.849 -0.037
C 3.619 4.118 2.556 -0.024
C 2.974 3.200 1.654 -0.019
H 2.249 6.196 -3.289 0.118
H 3.281 5.275 -4.398 0.086
H 3.666 5.529 -2.604 0.077
H 1.745 3.382 -4.916 0.144
H -1.185 0.389 -6.786 0.121
H -0.050 -0.272 -8.791 0.115
H 2.471 -0.579 -8.781 0.124
H 3.685 0.283 -6.961 0.117
H 2.644 1.168 -4.980 0.110
H 2.255 4.364 -0.745 0.111
H 1.485 1.155 2.583 0.120
H -0.247 0.679 2.544 0.022
H -0.843 3.195 2.929 0.052
H 0.849 3.227 3.501 0.009
H -1.315 -1.291 5.155 0.079
H -3.491 -2.349 5.375 0.106
H -5.578 -0.846 5.212 0.082
H -5.359 1.570 4.679 0.113
H -3.210 2.516 4.436 0.087
H 0.167 5.009 0.973 0.157
H 1.333 6.580 2.555 0.113
H 3.491 6.230 3.340 0.125
H 4.656 3.976 2.735 0.095
H 3.450 2.260 1.318 0.120
O -1.177 -1.579 -1.726 -0.146
C -0.052 -1.544 -2.679 -0.106
C 1.227 -1.183 -2.017 -0.218
C 2.498 -1.583 -2.491 0.009
C 3.644 -1.335 -1.761 -0.021
C 3.494 -0.683 -0.546 -0.008
C 2.222 -0.297 -0.123 -0.069
N 1.096 -0.508 -0.850 0.004
H -1.998 -1.391 -2.272 0.126
H -0.259 -0.874 -3.529 0.125
H 0.098 -2.527 -3.173 0.150
H 2.645 -2.325 -3.297 0.141
H 4.629 -1.634 -2.153 0.138
H 4.314 -0.371 0.064 0.111
H 1.998 0.238 0.782 0.085
Se -2.453 2.017 0.762 0.868
C -4.206 1.518 1.058 -0.679
N -5.340 1.476 1.340 0.137
N -3.420 -1.422 1.878 0.145
C -3.813 -1.333 0.626 -0.712
N -3.080 -0.666 -0.284 -0.151
C -3.900 -0.386 -1.430 -0.316
C -3.560 0.504 -2.486 -0.044
C -4.374 0.541 -3.610 -0.047
C -5.605 -0.158 -3.598 -0.050
C -6.031 -0.877 -2.481 -0.066
C -5.167 -0.999 -1.415 -0.459
S -5.321 -1.910 0.051 1.164
H -2.402 -1.421 2.091 0.060
H -3.905 -2.076 2.528 0.131
H -2.651 1.105 -2.413 0.075
H -4.154 1.288 -4.396 0.125
H -6.315 -0.110 -4.448 0.125
H -6.991 -1.358 -2.459 0.116
C -0.604 -1.268 1.245 -0.111
C 0.066 -2.177 1.817 -0.030
C 0.742 -3.197 2.314 -0.116
C 1.421 -4.035 1.324 -0.147
C 2.609 -4.646 1.732 -0.005
C 3.259 -5.510 0.905 -0.051
C 2.834 -5.653 -0.371 -0.084
C 1.811 -4.938 -0.847 -0.096
C 1.013 -4.194 -0.024 0.001
C 0.673 -3.469 3.724 -0.194
C 0.488 -4.792 4.184 0.004
C 0.422 -5.013 5.545 -0.067
C 0.608 -3.985 6.403 -0.069
C 0.839 -2.730 5.941 -0.087
C 0.784 -2.445 4.625 -0.066
H 2.977 -4.389 2.708 0.128
H 4.157 -6.079 1.126 0.128
H 3.367 -6.312 -1.042 0.126
H 1.529 -4.994 -1.906 0.124
H 0.131 -3.771 -0.505 0.117
H 0.290 -5.686 3.545 0.145
H 0.206 -6.079 5.844 0.142
H 0.607 -4.114 7.504 0.138
H 0.924 -1.921 6.683 0.131
H 1.006 -1.412 4.283 0.114
```

Summary:
Gap between HOMO and LUMO (alpha / beta) (eV): 5.6 / 5.6
2S+1: 1
HOMO (alpha / beta) (eV): -12.171 / -12.171
Net charge: +2


Entry 2:
A 4-piece molecular cluster, C43H69N2O13PS4 overall, computed with the ωB97M-V functional and the def2-TZVPD basis.

XYZ file:
```
132
Properties=species:S:1:pos:R:3:lowdin_charge:R:1
C -0.287 5.473 -0.314 -0.124
C 0.168 6.631 -1.230 -0.405
P 1.956 7.092 -1.101 0.986
C 1.920 8.046 0.490 -0.298
C 2.880 5.509 -0.922 -0.244
C 3.894 5.256 0.030 -0.183
C 4.354 6.342 0.981 -0.051
C 4.540 4.006 0.109 -0.153
C 5.626 3.719 1.123 -0.146
C 5.186 3.844 2.598 -0.201
C 5.208 2.518 3.345 -0.199
C 6.626 2.018 3.682 -0.204
C 6.933 1.903 5.174 -0.218
C 5.939 1.075 5.975 -0.221
C 6.404 0.874 7.430 -0.189
C 5.966 2.080 8.294 -0.172
C 6.926 2.353 9.449 -0.227
O 6.420 1.715 10.616 -0.197
C 6.915 2.266 11.823 -0.110
C 4.199 2.976 -0.764 0.050
C 3.233 3.218 -1.724 -0.081
C 2.589 4.455 -1.819 -0.094
C 1.608 4.555 -2.939 -0.328
O 1.503 5.509 -3.666 0.107
C 0.772 3.336 -3.169 -0.083
C -0.571 3.385 -3.519 0.043
C -1.252 2.190 -3.745 -0.190
C -2.714 2.246 -4.143 -0.136
C -3.686 1.625 -3.109 -0.183
C -4.521 0.452 -3.633 -0.264
C -3.653 -0.717 -4.083 -0.499
S -4.644 -1.986 -4.909 1.023
C -3.401 -2.851 -5.773 -0.677
N -3.541 -3.834 -6.591 0.039
N -2.244 -4.139 -7.018 0.062
C -1.455 -3.320 -6.433 -0.173
O -2.113 -2.458 -5.607 0.013
C -0.590 0.963 -3.635 -0.003
C 0.751 0.913 -3.275 0.021
C 1.420 2.111 -3.050 -0.088
C 2.858 2.121 -2.664 -0.298
O 3.647 1.318 -3.086 0.136
H 0.349 5.430 0.567 0.064
H -1.291 5.699 0.046 0.067
H -0.362 4.517 -0.823 0.055
H -0.336 7.530 -0.877 0.061
H -0.125 6.509 -2.265 0.050
H 1.067 8.716 0.436 0.034
H 2.816 8.647 0.567 0.020
H 1.841 7.387 1.351 0.029
H 4.363 7.288 0.450 0.064
H 5.373 6.183 1.314 0.075
H 3.696 6.405 1.841 0.081
H 6.488 4.344 0.890 0.120
H 5.962 2.695 0.972 0.106
H 4.196 4.287 2.686 0.103
H 5.861 4.544 3.096 0.113
H 4.624 2.612 4.258 0.097
H 4.712 1.759 2.738 0.114
H 6.756 1.028 3.242 0.107
H 7.392 2.651 3.231 0.108
H 7.906 1.421 5.290 0.111
H 7.034 2.890 5.634 0.114
H 5.796 0.082 5.544 0.114
H 4.966 1.563 6.031 0.101
H 5.905 -0.003 7.835 0.109
H 7.485 0.762 7.487 0.101
H 5.884 2.970 7.672 0.105
H 4.990 1.906 8.733 0.092
H 7.913 1.927 9.238 0.117
H 7.067 3.428 9.595 0.114
H 6.133 2.161 12.570 0.081
H 7.832 1.752 12.121 0.085
H 7.142 3.329 11.719 0.080
H 4.674 2.010 -0.706 0.126
H -1.061 4.343 -3.624 0.126
H -2.881 1.766 -5.108 0.118
H -2.964 3.297 -4.261 0.106
H -3.196 1.370 -2.171 0.118
H -4.419 2.395 -2.868 0.107
H -5.134 0.096 -2.806 0.112
H -5.133 0.770 -4.475 0.110
H -3.084 -1.150 -3.263 0.091
H -2.924 -0.340 -4.794 0.053
H -0.390 -3.283 -6.556 0.131
H -1.090 0.027 -3.830 0.094
H 1.286 -0.020 -3.180 0.122
O 3.388 3.863 9.011 -0.277
S 2.220 3.717 9.824 0.568
O 0.917 3.850 9.251 -0.271
O 2.345 4.691 11.076 -0.262
C 2.614 6.085 10.818 -0.252
C 1.384 6.835 10.348 -0.073
C 2.313 2.201 10.710 -0.114
H 3.435 6.176 10.105 0.113
H 2.960 6.491 11.766 0.121
H 1.070 6.499 9.360 0.071
H 1.596 7.903 10.294 0.081
H 0.551 6.671 11.030 0.085
H 3.295 2.124 11.172 0.068
H 2.169 1.399 9.990 0.080
H 1.524 2.183 11.457 0.076
O -8.018 -8.180 -6.349 -0.292
S -7.148 -8.343 -5.221 0.575
O -7.041 -7.307 -4.241 -0.271
O -5.707 -8.732 -5.744 -0.257
C -5.090 -7.884 -6.744 -0.234
C -4.533 -6.600 -6.165 -0.091
C -7.518 -9.866 -4.425 -0.114
H -5.804 -7.683 -7.544 0.116
H -4.288 -8.482 -7.170 0.123
H -5.328 -5.948 -5.808 0.069
H -3.969 -6.069 -6.919 0.044
H -3.881 -6.818 -5.317 0.089
H -7.567 -10.650 -5.178 0.057
H -8.482 -9.748 -3.935 0.079
H -6.744 -10.071 -3.690 0.076
O -7.706 -10.516 -9.429 -0.272
S -8.867 -10.811 -8.647 0.573
O -8.728 -11.421 -7.357 -0.282
O -9.859 -11.694 -9.529 -0.264
C -9.328 -12.882 -10.147 -0.255
C -9.171 -14.026 -9.166 -0.075
C -9.879 -9.385 -8.507 -0.116
H -8.384 -12.649 -10.643 0.114
H -10.045 -13.150 -10.921 0.120
H -8.397 -13.812 -8.430 0.070
H -8.896 -14.939 -9.696 0.080
H -10.101 -14.196 -8.623 0.084
H -10.015 -8.946 -9.492 0.079
H -9.344 -8.706 -7.846 0.035
H -10.833 -9.671 -8.072 0.080
```

Summary:
Gap between HOMO and LUMO (eV): 7.4
2S+1: 1
SMILES: CCP(C)c1c(C)c(CCCCCCCCCOC)cc2c1C(=O)c1cc(CCCCSc3nnco3)ccc1C2=O.CCOS(C)(=O)=O.CCOS(C)(=O)=O.CCOS(C)(=O)=O
HOMO (eV): -7.796
Energy relative to the best compared isomer or geometry (same formula, charge and spin) (kJ/mol): 0.00


Entry 3:
C5H8P2 in the gas phase, computed with the ωB97M-V functional and the def2-TZVPD basis.

XYZ file:
```
15
Properties=species:S:1:pos:R:3:lowdin_charge:R:1
C -0.315 -1.995 -0.475 -0.189
C -0.619 -1.486 0.839 -0.201
C -0.183 -1.127 -1.467 -0.263
C -0.716 -0.167 0.802 -0.763
C 1.199 1.474 -0.822 -0.247
P -0.695 0.509 -0.885 0.918
P -1.101 0.961 2.169 0.813
H -0.191 -3.034 -0.630 0.091
H -0.646 -2.176 1.645 0.091
H 0.014 -1.453 -2.381 0.023
H 1.545 0.985 0.013 -0.066
H 1.256 2.633 -0.574 0.048
H 1.861 1.264 -1.745 0.034
H -1.512 2.012 1.482 -0.165
H 0.105 1.599 2.028 -0.123
```

Summary:
Gap between HOMO and LUMO (alpha / beta) (eV): 6.8 / 6.2
2S+1: 3
⟨S²⟩: 2.01
HOMO (alpha / beta) (eV): -5.716 / -8.885
Energy relative to the best compared isomer or geometry (same formula, charge and spin) (kJ/mol): 99.38